No. 1
99
Properties=species:S:1:pos:R:3:lowdin_charge:R:1 method="wB97M-V/def2-TZVPD" e_homo_ev=-6.39 total_energy_ev=-122316.81989 orbital_gap_ev=6.738
Sr -12.73721 -1.95598 15.11201 1.464
O -14.93672 -0.69359 15.42563 -0.433
C -14.32412 0.57081 15.43998 -0.458
C -13.30738 1.06730 14.37118 -0.436
O -12.08123 0.36662 14.17617 -0.459
H -13.69876 0.74238 16.36417 0.064
H -14.99747 1.47055 15.46676 0.098
H -13.13523 2.16217 14.65373 0.102
H -13.90539 1.06813 13.42300 0.081
C -6.80213 -0.95582 15.81415 -0.205
C -7.29613 0.48475 16.12309 -0.215
C -8.82154 0.47153 15.82910 -0.200
S -9.23717 -0.99947 16.77304 0.712
O -10.44760 -1.67180 16.30056 -0.436
O -9.15873 -0.71930 18.21046 -0.312
C -7.82300 -2.02972 16.26695 -0.176
H -5.76688 -1.14342 16.08013 0.109
H -6.81114 -0.94732 14.71261 0.093
H -6.73858 1.15482 15.44746 0.117
H -7.16545 0.83778 17.15295 0.111
H -9.15570 0.30337 14.79561 0.097
H -9.40566 1.31947 16.19835 0.117
H -8.16520 -2.61364 15.40400 0.101
H -7.65243 -2.66708 17.12901 0.108
C -13.09307 -7.08478 16.52590 -0.206
C -13.12190 -6.62434 17.99457 -0.180
C -12.41568 -5.19947 18.06430 -0.177
S -11.26750 -5.23273 16.63820 0.731
O -9.88033 -5.25609 17.15348 -0.357
O -11.55143 -4.21386 15.62416 -0.421
C -11.60992 -6.88883 16.12007 -0.229
H -13.72710 -6.47700 15.89634 0.091
H -13.33959 -8.14685 16.38671 0.117
H -12.61337 -7.35432 18.63016 0.110
H -14.11711 -6.44776 18.42067 0.105
H -11.90279 -4.98321 19.02287 0.118
H -13.12057 -4.41728 17.84186 0.029
H -10.95062 -7.48614 16.75224 0.105
H -11.41427 -7.14022 15.07801 0.113
C -7.94897 -2.03520 10.94127 -0.187
C -8.40157 -0.81711 11.70048 -0.239
C -9.90121 -0.67548 11.53514 -0.215
S -10.62354 -2.33503 11.62652 0.705
O -11.47991 -2.64539 10.48157 -0.329
O -11.09349 -2.51153 12.97722 -0.388
C -8.97450 -3.14192 11.45421 -0.190
H -6.92585 -2.36264 11.19109 0.116
H -7.99886 -2.01529 9.85211 0.114
H -7.96206 0.12173 11.29092 0.130
H -8.15452 -0.79208 12.77422 0.100
H -10.17853 -0.26001 10.56408 0.112
H -10.43389 -0.16797 12.35204 0.084
H -9.06994 -4.09196 10.90712 0.102
H -8.77709 -3.37537 12.53248 0.102
C -13.41531 0.62909 19.98251 -0.258
C -14.80534 0.29071 19.43518 -0.183
C -14.84665 -1.30984 19.30089 -0.159
S -13.05634 -1.67873 19.06293 0.739
O -12.82461 -2.34577 17.78599 -0.437
O -12.42915 -2.46381 20.14316 -0.324
C -12.42386 0.03226 19.03600 -0.209
H -13.26905 0.22268 20.98912 0.120
H -13.28586 1.72632 20.02537 0.126
H -14.93438 0.71267 18.40696 0.112
H -15.72655 0.59811 19.97807 0.118
H -15.46067 -1.64674 18.46935 0.070
H -15.16934 -1.81333 20.21746 0.105
H -12.55825 0.35748 17.99160 0.095
H -11.38931 0.04899 19.40301 0.109
C -18.20003 -4.84917 15.37644 -0.187
C -18.29004 -3.50522 16.17676 -0.233
C -17.00809 -2.75872 16.01312 -0.223
S -15.85981 -4.08053 16.48000 0.730
O -15.93421 -4.23284 17.95001 -0.333
O -14.51302 -3.96200 15.92400 -0.397
C -16.80933 -5.42671 15.71330 -0.209
H -18.26941 -4.63664 14.29303 0.109
H -19.00155 -5.56286 15.54681 0.107
H -18.54869 -3.74271 17.21513 0.115
H -19.12049 -2.89812 15.80132 0.118
H -16.79723 -1.80647 16.49914 0.095
H -16.84632 -2.49445 14.96609 0.094
H -16.92678 -6.13212 16.53514 0.099
H -16.24954 -5.84552 14.86219 0.100
C -14.77886 -2.05372 10.06345 -0.213
C -14.80180 -1.07033 11.29084 -0.213
C -15.70020 -1.73651 12.30919 -0.216
S -14.99528 -3.38671 12.30713 0.687
O -16.02391 -4.38958 12.63643 -0.353
O -13.81285 -3.50635 13.10322 -0.360
C -14.71491 -3.51691 10.52077 -0.206
H -13.93536 -1.79828 9.39380 0.111
H -15.73666 -1.88171 9.54031 0.113
H -15.08293 -0.08217 10.93311 0.118
H -13.76672 -0.98215 11.67333 0.111
H -16.77024 -1.73452 12.06400 0.125
H -15.51358 -1.42595 13.35271 0.073
H -15.52145 -4.09382 10.08179 0.096
H -13.74114 -4.02927 10.38047 0.104

No. 2
92
Properties=species:S:1:pos:R:3:lowdin_charge:R:1 method="wB97M-V/def2-TZVPD" total_charge=+1 e_homo_ev=-10.61 total_energy_ev=-78451.05010 orbital_gap_ev=4.256
C 5.34679 0.79883 -0.36578 0.065
C 4.63226 0.33483 -1.21652 -0.216
Si 3.46272 -0.30417 -2.48426 0.066
I 4.72334 -1.59112 -4.13003 0.677
O 2.21892 -1.12055 -1.77657 -0.299
Si 2.29030 -2.57577 -0.95067 0.390
C 3.55666 -2.54557 0.42811 -0.211
C 3.38272 -1.39845 1.45597 -0.313
C 2.95376 -1.83198 2.86286 -0.540
S 1.21977 -1.45699 3.28263 0.681
C 0.57486 -2.73082 -0.21084 -0.221
C -0.50535 -2.57452 -1.28975 -0.230
C -1.89507 -2.90288 -0.72626 -0.099
C -2.98474 -2.25120 -1.51162 -0.501
O -3.30115 -2.59926 -2.61991 0.129
O -3.57775 -1.22761 -0.86816 -0.003
C -4.71702 -0.67796 -1.53268 -0.192
C -5.31925 0.41133 -0.64764 -0.057
N 2.52521 -3.96222 -1.98487 -0.067
C 3.71753 -4.80326 -1.77800 -0.296
C 3.77347 -5.94017 -2.77928 -0.212
C 3.98003 -5.48269 -4.22260 -0.279
C 5.44789 -5.22874 -4.53581 -0.149
B 2.67901 1.31615 -3.39988 -0.702
O 3.50911 2.25359 -3.95270 0.139
O 1.32067 1.45540 -3.47052 0.026
C 0.75081 2.62003 -2.88396 -0.225
C 0.64073 2.41516 -1.37292 -0.055
H 5.88409 1.26333 0.42371 0.035
H 3.48904 -3.50071 0.94787 0.077
H 4.57121 -2.51334 0.03291 0.078
H 4.35510 -0.92718 1.56757 0.084
H 2.72638 -0.61592 1.08034 0.075
H 3.08199 -2.89765 3.01767 0.066
H 3.56360 -1.31663 3.59565 0.058
H 1.17521 -0.23418 2.74330 -0.163
H 0.45638 -1.88022 0.45824 0.047
H 0.45727 -3.65986 0.34295 0.092
H -0.29365 -3.17591 -2.17100 0.112
H -0.51324 -1.54207 -1.63493 0.110
H -2.07242 -3.97433 -0.75893 0.133
H -1.93346 -2.58499 0.31377 0.117
H -5.45496 -1.45186 -1.71398 0.128
H -4.43782 -0.26156 -2.49431 0.126
H -6.27123 0.10329 -0.23179 0.088
H -5.49517 1.30577 -1.23942 0.091
H -4.64112 0.67593 0.15893 0.026
H 1.71548 -4.56041 -1.85135 0.079
H 4.62291 -4.20299 -1.83215 0.093
H 3.70255 -5.26490 -0.78496 0.106
H 4.61827 -6.57399 -2.50931 0.111
H 2.86380 -6.53665 -2.71282 0.109
H 3.65631 -6.29424 -4.87405 0.103
H 3.34873 -4.62879 -4.45952 0.076
H 5.89099 -4.47978 -3.88353 0.021
H 6.00033 -6.15436 -4.37772 0.072
H 5.60168 -4.95101 -5.57466 0.069
H 4.36648 2.22725 -3.50576 0.096
H 1.33292 3.51422 -3.10193 0.119
H -0.23632 2.78108 -3.30433 0.118
H -0.20374 2.98459 -0.98854 0.052
H 1.54469 2.73384 -0.85675 0.082
H 0.50269 1.35430 -1.18081 0.076
C -4.96273 3.40027 1.98761 0.004
C -3.48444 2.98532 1.82169 -0.413
C -3.11653 1.86567 2.80862 -0.094
C -3.04184 2.31866 4.26385 -0.146
C -2.10069 3.50673 4.44149 -0.099
C -2.41140 4.70555 3.52700 -0.439
N -2.52325 4.12995 2.12409 0.052
O -1.46742 4.00436 1.58940 0.218
C -3.69662 5.42863 3.95892 -0.008
C -1.28413 5.72928 3.58201 -0.013
C -3.32340 2.54068 0.37307 -0.022
H -5.58015 2.79723 1.32829 0.095
H -5.33862 3.24772 2.99629 0.081
H -5.12616 4.44209 1.71311 0.100
H -2.15602 1.43368 2.50911 0.139
H -3.86810 1.08575 2.69020 0.145
H -4.03615 2.56056 4.64377 0.114
H -2.67997 1.48924 4.87197 0.132
H -2.13211 3.87495 5.46607 0.144
H -1.07342 3.18064 4.24934 0.137
H -3.99804 6.17243 3.22134 0.104
H -3.50521 5.94919 4.89371 0.104
H -4.53587 4.76306 4.13724 0.071
H -0.30653 5.28872 3.39484 0.094
H -1.26820 6.16404 4.57727 0.106
H -1.44509 6.53269 2.86257 0.106
H -3.56469 3.35217 -0.31477 0.119
H -4.02262 1.72719 0.19812 0.010
H -2.33187 2.16410 0.12515 0.091